Entry 1:
This record from the OMol25 dataset describes the molecule CBr2N4 at a distorted geometry. The level of theory is wB97M-V/def2-TZVPD.

The geometry in XYZ format:
```
7
Properties=species:S:1:pos:R:3:nbo_charge:R:1
C -0.38967 0.46033 -0.27160 0.246
N 0.68221 1.04123 -0.71388 -0.314
N -0.03385 -0.62828 0.47061 -0.313
N 1.76214 0.19838 -0.37595 0.004
N 1.33351 -0.72820 0.38491 -0.063
Br -1.89314 1.73833 -0.02363 0.116
Br -1.46120 -2.08179 0.52954 0.323
```

As for the multiplicity: 3. As for the HOMO-LUMO gap (alpha / beta): 8.61 / 6.06 eV. The strongest force on any atom comes out at 0.0657 hartree/bohr. As for the charge: 0. As for the expectation value of S²: 2.0112. Its HOMO energy (alpha / beta) is -9.19 / -10.94 eV.


Entry 2:
This record from the OMol25 dataset describes the molecule CBr2OS at a distorted geometry. The level of theory is wB97M-V/def2-TZVPD.

The geometry in XYZ format:
```
5
Properties=species:S:1:pos:R:3:nbo_charge:R:1
C 0.30594 -0.00424 -0.05371 0.320
O 1.09244 -0.67332 0.57021 -0.462
S -1.15547 0.80155 -0.16203 0.332
Br 0.85455 0.46640 -2.02969 -0.126
Br -1.97491 0.61945 1.87224 -0.063
```

As for the HOMO-LUMO gap: 9.24 eV. The strongest force on any atom comes out at 0.0852 hartree/bohr. As for the charge: 0. Its HOMO energy is -10.33 eV.


Entry 3:
This record from the OMol25 dataset describes CBr2S3 as an isolated structure at a distorted geometry. The level of theory is wB97M-V/def2-TZVPD.

The geometry in XYZ format:
```
6
Properties=species:S:1:pos:R:3:nbo_charge:R:1
C 0.12343 -0.31433 -0.06524 -0.485
S -0.86444 -1.54942 -0.18128 0.221
S -1.16705 1.73955 0.19286 -0.094
S 1.78220 -0.25553 0.03542 0.377
Br -2.98210 0.75293 -0.24319 0.000
Br 2.32429 1.85031 -0.08091 -0.019
```

As for the HOMO-LUMO gap: 7.16 eV. The strongest force on any atom comes out at 0.0488 hartree/bohr. As for the charge: 0. Its HOMO energy is -8.81 eV.


Entry 4:
This record from the OMol25 dataset describes CBr3ClS as an isolated structure at a distorted geometry. The level of theory is wB97M-V/def2-TZVPD.

The geometry in XYZ format:
```
6
Properties=species:S:1:pos:R:3:nbo_charge:R:1
C -0.24091 0.55795 -0.84542 -0.511
S 1.31636 -0.38602 1.80008 0.061
Cl 0.02601 -1.88281 1.85767 -0.102
Br -1.13924 2.06556 -0.33191 0.194
Br -1.32797 -0.98799 -0.90584 0.162
Br 1.09915 0.70224 -2.09011 0.197
```

As for the HOMO-LUMO gap (alpha / beta): 8.03 / 6.34 eV. The strongest force on any atom comes out at 0.0261 hartree/bohr. As for the charge: 0. Its HOMO energy (alpha / beta) is -9.30 / -8.62 eV.


Entry 5:
This record from the OMol25 dataset describes CBr3NO as an isolated structure at a distorted geometry. The level of theory is wB97M-V/def2-TZVPD.

The geometry in XYZ format:
```
6
Properties=species:S:1:pos:R:3:nbo_charge:R:1
C -0.20012 -0.73441 0.18925 -0.608
N -0.31720 1.76444 -1.15173 0.333
O 0.66849 2.04673 -0.64746 -0.118
Br 1.35336 0.09113 0.88535 0.173
Br 0.14515 -2.38015 -0.69136 0.116
Br -1.64967 -0.78774 1.41595 0.105
```

As for the HOMO-LUMO gap (alpha / beta): 6.10 / 6.12 eV. The strongest force on any atom comes out at 0.0591 hartree/bohr. As for the charge: 0. Its HOMO energy (alpha / beta) is -7.79 / -7.79 eV.


Entry 6:
This record from the OMol25 dataset describes a 2-piece molecular cluster, CBr3NP overall at a distorted geometry. The level of theory is wB97M-V/def2-TZVPD.

The geometry in XYZ format:
```
6
Properties=species:S:1:pos:R:3:nbo_charge:R:1
C 1.84114 0.16991 0.00479 0.173
N 2.96155 0.23719 -0.06579 -0.276
P -0.64800 -0.08834 -0.07079 0.719
Br -1.33663 -2.17319 -0.07911 0.139
Br -1.66344 1.03667 -1.65765 0.140
Br -1.15462 0.81776 1.86855 0.105
```

As for the HOMO-LUMO gap (alpha / beta): 7.69 / 7.69 eV. The strongest force on any atom comes out at 0.1492 hartree/bohr. As for the charge: +1. Its HOMO energy (alpha / beta) is -16.33 / -16.32 eV.


Entry 7:
This record from the OMol25 dataset describes a 2-piece molecular cluster, CBrClFO2S overall at a distorted geometry. The level of theory is wB97M-V/def2-TZVPD.

The geometry in XYZ format:
```
7
Properties=species:S:1:pos:R:3:nbo_charge:R:1
C 1.41686 0.56415 -2.58389 -0.087
O -2.17617 0.63301 3.37576 -0.840
O -1.34224 -1.59167 2.84461 -0.831
F 0.80042 -0.60178 -3.03861 -0.429
S -1.61617 -0.25291 2.36399 1.665
Cl 2.85863 -0.01400 -1.68961 -0.205
Br 0.05867 1.26320 -1.27225 -0.274
```

As for the HOMO-LUMO gap: 4.22 eV. The strongest force on any atom comes out at 0.0391 hartree/bohr. As for the charge: -1. Its HOMO energy is -2.95 eV.


Entry 8:
This record from the OMol25 dataset describes a 2-piece molecular cluster, CBrF2O3S overall at a distorted geometry. The level of theory is wB97M-V/def2-TZVPD.

The geometry in XYZ format:
```
8
Properties=species:S:1:pos:R:3:nbo_charge:R:1
C -3.22299 0.04839 1.05353 0.157
O 0.51633 1.09589 -0.78166 -1.007
O 2.43862 0.51058 0.72552 -0.979
O 2.59689 -0.02290 -1.61811 -0.969
F -3.03294 -1.20414 1.52317 -0.358
F 0.94300 -1.19512 -0.16736 -0.588
S 1.72443 0.29603 -0.52473 2.558
Br -1.96333 0.47126 -0.21036 0.186
```

As for the HOMO-LUMO gap: 8.73 eV. The strongest force on any atom comes out at 0.0454 hartree/bohr. As for the charge: -1. Its HOMO energy is -6.05 eV.


Entry 9:
This record from the OMol25 dataset describes CBrFI2 as an isolated structure at a distorted geometry. The level of theory is wB97M-V/def2-TZVPD.

The geometry in XYZ format:
```
5
Properties=species:S:1:pos:R:3:nbo_charge:R:1
C 0.12834 -0.00952 0.36760 0.041
F -0.67466 0.54453 1.24551 -0.333
Br 0.58920 -1.76492 0.78981 0.169
I -1.68815 -0.02614 -2.06820 -0.141
I 1.64527 1.25605 -0.33472 0.263
```

As for the HOMO-LUMO gap (alpha / beta): 7.75 / 6.45 eV. The strongest force on any atom comes out at 0.0217 hartree/bohr. As for the charge: 0. Its HOMO energy (alpha / beta) is -9.54 / -9.08 eV.


Entry 10:
This record from the OMol25 dataset describes CCa2O11Pd2S2 as an isolated structure at a distorted geometry. The level of theory is wB97M-V/def2-TZVPD.

The geometry in XYZ format:
```
18
Properties=species:S:1:pos:R:3:nbo_charge:R:1
Pd 4.41893 1.80716 1.49741 1.306
Pd -1.20954 -1.75379 -2.35038 1.244
Ca -2.21665 -2.70363 1.02401 1.875
Ca 0.34718 0.45524 0.38908 1.868
S -2.54703 0.01554 -0.04931 2.557
O -1.81460 -0.60190 1.15457 -1.224
O -3.01482 -1.21750 -0.62559 -1.124
O -3.68368 0.79481 0.30738 -0.870
O -1.51971 0.69797 -0.91475 -1.091
S 2.28276 2.68566 0.04683 2.437
O 1.10008 2.35009 -0.82355 -0.985
O 2.28008 1.62799 1.22930 -1.063
O 3.66427 2.40335 -0.51028 -0.805
O 2.03060 3.99802 0.62536 -0.838
C -0.00146 -2.61833 -0.24270 0.867
O 0.63103 -1.85392 -0.89200 -0.698
O 0.06523 -2.65629 0.99176 -0.772
O -0.81266 -3.43048 -0.85713 -0.685
```

As for the multiplicity: 5. As for the HOMO-LUMO gap (alpha / beta): 8.52 / 5.60 eV. The strongest force on any atom comes out at 0.1567 hartree/bohr. As for the charge: +2. As for the expectation value of S²: 6.0166. Its HOMO energy (alpha / beta) is -16.95 / -16.86 eV.


Entry 11:
This record from the OMol25 dataset describes the molecule CCl2F2 at a distorted geometry. The level of theory is wB97M-V/def2-TZVPD.

The geometry in XYZ format:
```
5
Properties=species:S:1:pos:R:3:nbo_charge:R:1
C 0.13582 -0.08916 0.04809 0.625
F 0.32698 1.21068 0.44387 -0.333
F 1.06762 -0.92313 -0.01200 -0.259
Cl -0.41488 0.58983 -1.51816 -0.045
Cl -1.11554 -0.78822 1.03820 0.012
```

The structure (SMILES) is FC(F)(Cl)Cl. As for the HOMO-LUMO gap: 12.01 eV. The strongest force on any atom comes out at 0.1140 hartree/bohr. As for the charge: 0. Its HOMO energy is -11.31 eV.


Entry 12:
This record from the OMol25 dataset describes the molecule CCl2F3PS2 at a distorted geometry. The level of theory is wB97M-V/def2-TZVPD.

The geometry in XYZ format:
```
9
Properties=species:S:1:pos:R:3:nbo_charge:R:1
C 1.49001 -0.14899 -0.07016 0.824
F 2.16312 -1.00190 0.67570 -0.306
F 0.99349 0.84962 0.65509 -0.305
F 2.31554 0.35589 -1.00978 -0.320
P -1.37832 0.19269 0.04128 0.906
S 0.21769 -1.02889 -0.94019 -0.017
S -1.43453 2.04657 -0.48319 -0.386
Cl -1.55883 -0.39808 1.95771 -0.181
Cl -2.80818 -0.86691 -0.82646 -0.215
```

The structure (SMILES) is FC(F)(F)SP(=S)(Cl)Cl. As for the HOMO-LUMO gap: 8.76 eV. The strongest force on any atom comes out at 0.0442 hartree/bohr. As for the charge: 0. Its HOMO energy is -9.78 eV.


Entry 13:
This record from the OMol25 dataset describes the molecule CCl2N2 at a distorted geometry. The level of theory is wB97M-V/def2-TZVPD.

The geometry in XYZ format:
```
5
Properties=species:S:1:pos:R:3:nbo_charge:R:1
C 0.48580 -0.40514 0.05395 0.465
N -0.25013 -1.22416 -0.45628 -0.202
N -0.76809 -0.23222 0.55325 -0.313
Cl 2.18329 0.80854 -0.01593 -0.061
Cl -1.65087 1.05299 -0.13498 0.111
```

The structure (SMILES) is ClC1=NN1Cl. As for the HOMO-LUMO gap: 8.71 eV. The strongest force on any atom comes out at 0.1049 hartree/bohr. As for the charge: 0. Its HOMO energy is -10.68 eV.


Entry 14:
This record from the OMol25 dataset describes a 2-piece molecular cluster, CCl2NO2 overall at a distorted geometry. The level of theory is wB97M-V/def2-TZVPD.

The geometry in XYZ format:
```
6
Properties=species:S:1:pos:R:3:nbo_charge:R:1
C -1.26375 0.17846 -0.01133 1.055
N 0.95673 -0.69319 -0.15938 -0.767
O -1.00079 0.71764 0.98370 -0.565
O -1.87067 -0.26310 -0.91296 -0.590
Cl 1.68251 -0.56012 1.36440 -0.016
Cl 1.49596 0.62031 -1.26443 -0.117
```

As for the HOMO-LUMO gap: 6.78 eV. The strongest force on any atom comes out at 0.0370 hartree/bohr. As for the charge: -1. Its HOMO energy is -2.86 eV.


Entry 15:
This record from the OMol25 dataset describes a 2-piece molecular cluster, CCl2O2S overall at a distorted geometry. The level of theory is wB97M-V/def2-TZVPD.

The geometry in XYZ format:
```
6
Properties=species:S:1:pos:R:3:nbo_charge:R:1
C -1.29483 -0.18798 0.66406 0.412
O 2.29659 0.23199 -1.80477 -0.669
O -0.94933 0.91261 0.36537 -0.475
S 2.96264 1.24347 -0.93848 0.670
Cl -0.24310 -1.56871 0.37527 -0.007
Cl -2.77196 -0.63138 1.33855 0.068
```

The structure (SMILES) is O=C(Cl)Cl.O=S. As for the HOMO-LUMO gap (alpha / beta): 7.78 / 7.80 eV. The strongest force on any atom comes out at 0.0465 hartree/bohr. As for the charge: 0. Its HOMO energy (alpha / beta) is -9.28 / -9.30 eV.


Entry 16:
This record from the OMol25 dataset describes CCl2O3P as an isolated structure at a distorted geometry. The level of theory is wB97M-V/def2-TZVPD.

The geometry in XYZ format:
```
7
Properties=species:S:1:pos:R:3:nbo_charge:R:1
C -1.61505 -0.33394 0.14336 1.032
O -0.19927 0.62634 -0.34031 -1.076
O -1.22396 -0.86075 1.13935 -0.655
O -2.46566 -0.09072 -0.65279 -0.624
P 1.01303 0.09532 0.37581 1.176
Cl 2.44654 1.58810 0.34289 -0.425
Cl 2.04436 -1.02434 -1.00830 -0.428
```

As for the HOMO-LUMO gap: 8.31 eV. The strongest force on any atom comes out at 0.0498 hartree/bohr. As for the charge: -1. Its HOMO energy is -4.66 eV.


Entry 17:
This record from the OMol25 dataset describes a 2-piece molecular cluster, CCl3F3Si overall at a distorted geometry. The level of theory is wB97M-V/def2-TZVPD.

The geometry in XYZ format:
```
8
Properties=species:S:1:pos:R:3:nbo_charge:R:1
C -2.44345 -1.50510 -1.18225 -0.146
F 1.87664 1.64189 -0.40788 -0.640
F 2.37769 0.18379 1.66676 -0.632
F 0.88627 2.23939 1.59810 -0.644
Si 1.24235 0.91141 0.83717 2.270
Cl -0.29003 -0.20471 0.46335 -0.351
Cl -2.02956 -3.03711 -0.72203 0.098
Cl -1.66005 -1.07746 -2.64378 0.043
```

As for the HOMO-LUMO gap: 8.55 eV. The strongest force on any atom comes out at 0.0592 hartree/bohr. As for the charge: 0. Its HOMO energy is -9.84 eV.


Entry 18:
This record from the OMol25 dataset describes CCl3O2Si as an isolated structure at a distorted geometry. The level of theory is wB97M-V/def2-TZVPD.

The geometry in XYZ format:
```
7
Properties=species:S:1:pos:R:3:nbo_charge:R:1
C 0.71873 -1.47509 0.23388 0.857
O 1.04409 -1.59202 -0.89979 -0.628
O 0.79596 -1.89009 1.33845 -0.625
Si -0.47462 0.59030 0.01703 0.881
Cl -1.16595 1.70115 1.60631 -0.461
Cl 1.15930 1.83016 -0.72097 -0.499
Cl -2.07750 0.83558 -1.57492 -0.525
```

As for the HOMO-LUMO gap: 7.79 eV. The strongest force on any atom comes out at 0.0271 hartree/bohr. As for the charge: -1. Its HOMO energy is -4.34 eV.


Entry 19:
This record from the OMol25 dataset describes the molecule CCl3OP at a distorted geometry. The level of theory is wB97M-V/def2-TZVPD.

The geometry in XYZ format:
```
6
Properties=species:S:1:pos:R:3:nbo_charge:R:1
C 0.04355 0.49935 0.27452 0.158
O 1.06722 0.71152 0.89124 -0.478
P -0.52339 -1.19397 -0.20685 0.748
Cl -2.45855 -1.19383 0.36869 -0.244
Cl 0.39530 -2.19369 1.22319 -0.216
Cl -0.88569 1.78391 -0.30847 0.032
```

The structure (SMILES) is O=C(Cl)P(Cl)Cl. As for the HOMO-LUMO gap: 9.46 eV. The strongest force on any atom comes out at 0.0636 hartree/bohr. As for the charge: 0. Its HOMO energy is -9.93 eV.


Entry 20:
This record from the OMol25 dataset describes CCl5O3Zr as an isolated structure at a distorted geometry. The level of theory is wB97M-V/def2-TZVPD.

The geometry in XYZ format:
```
10
Properties=species:S:1:pos:R:3:nbo_charge:R:1
Zr 17.38132 4.00828 -18.37887 1.860
C 20.42253 5.24319 -18.30342 0.963
O 20.26497 6.42918 -18.71830 -0.832
O 19.36330 4.40071 -18.52495 -0.886
O 21.44899 4.81242 -17.73513 -0.809
Cl 17.73050 1.64134 -19.80379 -0.699
Cl 15.09789 2.93045 -17.66878 -0.671
Cl 16.97294 5.66112 -16.53021 -0.584
Cl 16.42099 5.44218 -20.19921 -0.597
Cl 18.32170 2.41398 -16.13227 -0.745
```

As for the HOMO-LUMO gap: 6.16 eV. The strongest force on any atom comes out at 0.0613 hartree/bohr. As for the charge: -3. Its HOMO energy is 1.81 eV.